Density functional theory data (the ωB97M-V functional and the def2-TZVPD basis) for a molecular structure, C11H15FN5OSZr.

For the energy above the lowest of the compared OMol25 structures with the same formula, charge and spin, the calculation gives 3.3 kcal/mol. The HOMO-LUMO gap is 0.2523 hartree.

ORCA input file:
```
! wB97M-V def2-TZVPD RIJCOSX def2/J DEFGRID3
* xyz 1 1
Zr 7.08347 8.50361 8.91031
C 4.58789 12.16804 7.87866
C 5.52186 11.16312 8.46749
N 5.66424 9.92422 7.92912
N 5.25419 9.65934 6.68315
C 6.28133 9.29303 5.87909
N 6.04654 9.30987 4.57667
S 7.91523 8.98584 6.35077
C 6.36681 11.36646 9.60360
C 6.17775 12.46006 10.47802
C 6.98890 12.58741 11.59429
C 8.02463 11.69723 11.75658
C 8.25598 10.69860 10.81479
N 7.48287 10.53597 9.75084
H 4.10142 11.63577 7.06395
H 3.82157 12.50546 8.59236
H 5.16395 13.00967 7.51053
H 5.11519 9.51800 4.27238
H 6.74616 9.00088 3.91665
H 5.36917 13.14207 10.30110
H 6.82683 13.38453 12.28368
H 8.66020 11.71018 12.64862
H 9.11584 10.00732 10.96549
N 7.88528 4.51488 7.60187
C 7.79884 5.66575 8.22964
O 6.83917 6.48200 7.99982
C 8.83544 6.09441 9.21745
C 9.00164 7.56090 9.51345
H 7.14075 4.31394 6.91655
H 8.54514 3.80100 7.85215
H 9.73254 5.64347 8.85853
H 8.57056 5.52798 10.11770
H 9.81354 7.96372 8.91735
H 9.16058 7.68584 10.61406
F 5.78304 8.20449 10.30227
*
```

***

Density functional theory data (the ωB97M-V functional and the def2-TZVPD basis) for a gas-phase ion, C11H15IN (charge +1).

The HOMO-LUMO gap (spin up / spin down) is 0.2333 / 0.1386 hartree. As for the expectation value of S²: 2.012.

ORCA input file:
```
! wB97M-V def2-TZVPD RIJCOSX def2/J DEFGRID3
* xyz 1 3
C -1.04877 -3.27361 0.61213
C 0.32009 -3.41043 0.18787
C -1.71886 -2.04906 0.47807
C 1.01211 -2.27053 -0.22941
C -0.99098 -0.90594 0.06842
C 0.36417 -1.04024 -0.28295
C -1.77879 0.43799 0.00746
C -1.06479 1.61772 0.78697
C 1.16790 0.11491 -0.68449
C 0.91899 0.86309 -1.91611
C 1.13120 2.66348 0.77093
N 0.36153 1.50382 0.89270
I 3.28773 0.06840 -0.17236
H -1.51795 -4.15673 0.89634
H 0.72790 -4.42421 0.07377
H -2.77645 -2.01258 0.80273
H 2.04177 -2.45451 -0.47978
H -1.75614 0.71212 -1.08767
H -2.85975 0.40643 0.32140
H -1.29432 2.58353 0.19573
H -1.57254 1.52618 1.75440
H -0.17074 1.16241 -2.05108
H 1.36473 0.45803 -2.79743
H 1.41476 1.86981 -1.96705
H 2.22970 2.58184 1.02789
H 1.05337 3.08887 -0.35773
H 0.75813 3.50682 1.51774
H 0.39601 0.83239 1.63152
*
```

***

Density functional theory data (the ωB97M-V functional and the def2-TZVPD basis) for 2 unconnected molecules or ions with the total composition C11H15IN3.

For the energy above the lowest of the compared OMol25 structures with the same formula, charge and spin, the calculation gives 162.7 kcal/mol. The HOMO-LUMO gap is 0.1836 hartree.

ORCA input file:
```
! wB97M-V def2-TZVPD RIJCOSX def2/J DEFGRID3
* xyz 1 1
C 2.49343 -2.02841 0.14880
C 1.09275 -0.21184 0.72543
C 1.41926 -2.66251 -0.42296
C 0.06122 -0.79807 0.05743
C 2.36486 -0.69471 0.76239
C 0.21370 -2.00992 -0.68090
C -1.64702 -4.25845 -2.66894
C -3.58538 -0.59750 -0.19019
C 3.37628 1.56192 0.98433
C -3.35027 1.09741 -1.86272
C 3.38903 0.03265 1.49948
N -1.25015 -3.51720 -1.81924
N -0.94195 -2.45276 -1.26738
N -3.38618 -0.25037 -1.43985
I -3.45117 0.78296 1.32403
H 3.46377 -2.44621 0.18820
H 0.83761 0.75593 1.10309
H 1.58348 -3.64004 -0.84569
H -0.90086 -0.29896 -0.04336
H -4.01823 -1.54225 -0.02855
H -2.28890 -4.84410 -3.13461
H 4.24050 2.04730 1.52392
H 2.53786 2.20617 1.28792
H 3.53905 1.45961 -0.09261
H -4.45931 1.54155 -1.85636
H -2.95702 1.04322 -2.91533
H -2.78274 1.79532 -1.17997
H 3.06799 -0.04630 2.67937
H 4.36579 -0.36365 1.31792
H -3.64318 -1.00434 -2.12558
*
```